ORCA calculation (the ωB97M-V functional and the def2-TZVPD basis) on the ion C5H15N2 with charge +1 at a distorted geometry.

As for the HOMO energy: -13.41 eV. The total energy comes out at -8399.9371 eV. Its total charge is +1. The calculation puts the LUMO energy at -3.211 eV. The calculation puts the molecular weight at 103.19 g/mol. The structure (SMILES) is CNC[C@H](C)[NH2+]C.

Last column: Mulliken charge in e.
CARTESIAN COORDINATES (ANGSTROEM)
C1 0.49509 -0.82944 -0.32273  -0.7818
N1 -0.93150 -1.16766 -0.26867  -0.4060
C2 -0.97976 -2.46793 0.47053  -0.7784
C3 0.75274 0.55848 0.27394  -0.1247
N2 0.00022 1.70832 -0.29572  -0.2078
C4 0.24569 1.98364 -1.76242  -0.7994
C5 0.39462 0.42370 1.75449  -1.1780
H1 0.89614 -1.01360 -1.37327  0.3876
H2 1.18158 -1.44167 0.21958  0.4705
H3 -1.30516 -1.49946 -1.25340  0.3270
H4 -1.21411 -3.37266 -0.06669  0.3551
H5 0.02398 -2.65604 1.04381  0.2045
H6 -1.58366 -2.39856 1.37635  0.3121
H7 1.85831 0.70130 0.14065  0.2850
H8 0.12582 2.57397 0.27406  0.4185
H9 -1.11024 1.46044 -0.16621  0.5393
H10 -0.31340 1.19635 -2.44151  0.2816
H11 -0.30822 2.87178 -2.05920  0.3918
H12 1.36318 1.98926 -2.02957  0.3221
H13 -0.78685 0.34584 1.79704  0.3475
H14 0.77248 -0.43513 2.45887  0.3208
H15 0.42304 1.46907 2.23007  0.3128

=====

ORCA calculation (the ωB97M-V functional and the def2-TZVPD basis) on an isolated molecule of C5H6OS.

As for the HOMO energy: -8.94 eV. The total energy comes out at -18162.8177 eV. The calculation puts the LUMO energy at 0.303 eV. The calculation puts the molecular weight at 114.17 g/mol. The structure (SMILES) is C=C/C=C\OC=S.

Last column: Mulliken charge in e.
CARTESIAN COORDINATES (ANGSTROEM)
C1 1.30012 1.67776 -0.44231  -0.6788
C2 2.01914 0.85606 0.31847  -0.1630
C3 2.01310 -0.62295 0.21442  -0.1299
C4 1.02109 -1.42549 -0.16129  -0.2763
C5 -0.97980 -0.33873 0.39395  -0.0833
H1 0.64486 1.34106 -1.22200  0.2973
H2 1.40020 2.74512 -0.33467  0.2572
H3 2.69883 1.27071 1.07503  0.2922
H4 2.93474 -1.12088 0.49349  0.3185
H5 1.11148 -2.49925 -0.28533  0.3830
H6 -0.51653 -0.35184 1.37109  0.3552
O1 -0.25493 -0.98212 -0.52706  -0.3094
S1 -2.40476 0.34951 0.07371  -0.2626

=====

ORCA calculation (the ωB97M-V functional and the def2-TZVPD basis) on an isolated molecule of C4H7NO at a distorted geometry.

As for the HOMO energy: -8.58 eV. The total energy comes out at -7795.6562 eV. The calculation puts the LUMO energy at 0.595 eV. The calculation puts the molecular weight at 85.11 g/mol. The structure (SMILES) is CC=C=NCO.

Last column: Mulliken charge in e.
CARTESIAN COORDINATES (ANGSTROEM)
C1 -1.66360 -0.57603 1.04261  -0.9856
C2 -0.41300 -1.12544 0.40873  -0.2652
C3 1.13402 0.88449 -0.73716  -0.0699
O1 1.59452 1.93267 -1.48828  -0.5017
C4 0.81882 -0.73209 0.71579  0.3722
N1 1.83560 -0.05164 0.59824  -0.5769
H1 -2.11019 -1.30108 1.72949  0.3241
H2 -1.46146 0.34304 1.60143  0.3104
H3 -2.41777 -0.34215 0.27964  0.2829
H4 -0.51644 -1.92649 -0.32061  0.3686
H5 0.99581 0.00165 -1.34301  0.2070
H6 0.33199 1.26694 -0.12312  0.1716
H7 1.87170 1.62614 -2.36373  0.3624